# 1
This record from OMol25 describes C4H5Cl2FS in the gas phase in a non-equilibrium geometry. The level of theory is ωB97M-V/def2-TZVPD.

Last column: Löwdin charge in e.
CARTESIAN COORDINATES (ANGSTROEM)
Cl 1.802 -1.071 1.170  0.602
Cl 0.780 1.614 0.887  0.592
S -2.806 0.278 -0.220  0.715
F 1.632 0.263 -1.764  0.040
C 0.391 -0.112 0.702  -1.082
C 0.422 -0.256 -1.754  -0.141
C -0.201 -0.506 -0.617  -0.414
C -1.630 -1.052 -0.586  -0.523
H -0.389 -0.262 1.436  0.041
H -1.632 -1.794 0.192  0.071
H -1.951 -1.572 -1.533  0.092
H -3.681 -0.354 0.617  -0.131
H 0.062 -0.508 -2.749  0.136

Summary:
Net charge: 0
Gap between HOMO and LUMO in hartree: 0.371
SMILES string: F/C=C(/CS)C(Cl)Cl

=====

# 2
This record from OMol25 describes 2 unconnected molecules or ions with the total composition C6H16 in a non-equilibrium geometry. The level of theory is ωB97M-V/def2-TZVPD.

Last column: Löwdin charge in e.
CARTESIAN COORDINATES (ANGSTROEM)
C 0.428 0.204 1.502  -0.503
C -0.766 1.003 0.918  -0.187
C 0.776 0.749 2.897  -0.184
C -1.426 -1.141 -1.958  -0.235
C -0.376 -1.075 -3.077  -0.306
C 1.614 0.345 0.560  -0.257
H -1.678 0.865 1.508  0.057
H -1.409 -2.161 -1.573  0.049
H 1.710 -0.327 -0.300  0.032
H -0.480 2.038 0.769  0.045
H 1.637 0.225 3.315  0.051
H -1.257 -0.371 -1.198  0.010
H -0.992 0.419 0.016  0.018
H 0.615 -0.931 -2.636  0.022
H 2.593 0.502 1.016  0.028
H 0.021 -0.797 1.635  0.111
H -0.578 -0.273 -3.788  0.034
H -0.273 -2.009 -3.636  0.037
H 0.890 1.833 2.879  0.053
H -0.095 0.562 3.539  0.054
H 1.466 1.269 -0.016  0.025
H -2.417 -0.929 -2.371  0.046

Summary:
Net charge: -1
Gap between HOMO and LUMO (alpha / beta) in hartree: 0.094 / 0.427
<S²>: 0.75
2S+1: 2

=====

Electronic energy (eV)
-42825.7659; -6479.3977
Relative energy (zero: lowest compared OMol25 entry of this formula, charge and spin) (kcal/mol)
9.5; 12.7